Computed, not measured: an isolated molecule of C19H18F3N3O3S2, with wB97M-V/def2-TZVPD.

Summary:
* HOMO-LUMO gap: 7.78 eV
* total charge: 0
* lowest unoccupied orbital energy: -0.014 Eh
* SMILES: Cc1cc(-c2ccc(S(=O)(=O)N3CCN(c4cccc(C(F)(F)F)c4)CC3)s2)on1

Positions of all 48 atoms, in Å:
C: 7.62571 3.96556 -0.54899
C: 7.01808 2.67129 -0.15782
C: 5.75115 2.15735 -0.52919
C: 5.69041 0.93775 0.09973
C: 4.67916 -0.07633 0.12469
C: 4.72795 -1.28473 0.77517
C: 3.56274 -2.04582 0.58774
C: 2.64681 -1.41568 -0.20100
S: 1.03866 -2.00122 -0.65395
O: 0.99846 -3.41110 -0.41592
O: 0.74100 -1.50179 -1.96467
N: 0.11636 -1.23237 0.51945
C: -0.84785 -2.06346 1.20585
C: -2.12596 -2.25182 0.37947
N: -2.66628 -0.95004 0.05731
C: -4.02241 -0.72564 -0.02722
C: -4.95856 -1.76854 -0.06702
C: -6.31477 -1.51290 -0.09167
C: -6.79878 -0.21589 -0.08598
C: -5.88012 0.82317 -0.05105
C: -6.33933 2.25112 -0.00959
F: -7.63138 2.40901 -0.32490
F: -5.64450 3.04022 -0.85155
F: -6.18218 2.80011 1.21397
C: -4.51746 0.58414 -0.01342
C: -1.72143 -0.14719 -0.69289
C: -0.43997 0.04426 0.12122
S: 3.18116 0.12589 -0.73348
O: 6.83287 0.74683 0.79008
N: 7.63625 1.82060 0.62086
H: 6.99519 4.78937 -0.21923
H: 8.60794 4.05787 -0.09605
H: 7.71906 4.02184 -1.63207
H: 5.00949 2.60625 -1.15498
H: 5.57586 -1.59798 1.35615
H: 3.39058 -3.02398 0.99637
H: -0.37370 -3.02743 1.38547
H: -1.08515 -1.58316 2.15974
H: -2.84256 -2.81397 0.97740
H: -1.87482 -2.82228 -0.52786
H: -4.62563 -2.79328 -0.10444
H: -7.00834 -2.33895 -0.12942
H: -7.85678 -0.01344 -0.11279
H: -3.84575 1.42602 0.04478
H: -2.15267 0.81939 -0.94394
H: -1.45141 -0.66268 -1.62636
H: 0.30683 0.56531 -0.47818
H: -0.64392 0.61831 1.03021

Forces on atoms 1 to 3 (eV/Å):
C 0.1 0.0 0.0
C -0.2 -0.5 0.2
C 0.0 -0.9 0.5

***

Computed, not measured: an isolated molecule of C19H18F3N3O5, with wB97M-V/def2-TZVPD.

Summary:
* HOMO-LUMO gap: 9.22 eV
* total charge: 0
* lowest unoccupied orbital energy: 0.004 Eh
* SMILES: COc1cccc([C@H]2NC(=O)N[C@](O)(C(F)(F)F)[C@@H]2C(=O)c2cccnc2)c1OC
* ΔE to the lowest compared entry with this formula, charge and spin: 0.00 kJ/mol

Positions of all 48 atoms, in Å:
C: 3.65951 1.79220 1.32749
O: 4.20256 0.75822 0.52428
C: 3.36521 0.25969 -0.44916
C: 3.77360 0.37032 -1.77240
C: 2.97714 -0.10337 -2.79601
C: 1.75776 -0.68654 -2.50523
C: 1.34152 -0.83637 -1.19122
C: 0.02290 -1.51691 -0.89195
N: 0.25261 -2.69987 -0.09185
C: -0.53592 -3.17818 0.89392
O: -0.27716 -4.17254 1.53147
N: -1.68526 -2.45124 1.14555
C: -2.12240 -1.27428 0.45834
O: -2.75723 -0.38393 1.32441
C: -3.17603 -1.69570 -0.61327
F: -4.19802 -2.31645 0.01248
F: -2.71076 -2.54710 -1.52595
F: -3.71434 -0.65879 -1.26089
C: -0.90062 -0.55297 -0.13843
C: -1.32389 0.60437 -1.04102
O: -1.23655 0.53824 -2.24321
C: -1.85923 1.79273 -0.34657
C: -2.92774 2.48191 -0.92199
C: -3.43749 3.59276 -0.27585
C: -2.85422 3.97855 0.92300
N: -1.81310 3.35927 1.45328
C: -1.32586 2.30131 0.83983
C: 2.15478 -0.38120 -0.14785
O: 1.71772 -0.52695 1.15512
C: 2.53723 -1.32623 1.99678
H: 2.75978 1.47600 1.85978
H: 4.43739 2.04819 2.04440
H: 3.42230 2.66906 0.71606
H: 4.72076 0.84643 -1.97261
H: 3.29934 -0.00383 -3.82054
H: 1.11718 -1.03144 -3.30147
H: -0.44401 -1.79237 -1.84899
H: 1.06344 -3.25667 -0.31241
H: -2.30026 -2.86523 1.83101
H: -3.50635 -0.80814 1.76575
H: -0.36671 -0.16093 0.73107
H: -3.34879 2.11974 -1.84796
H: -4.26978 4.14210 -0.68672
H: -3.22670 4.82594 1.48328
H: -0.45359 1.86081 1.30349
H: 3.58709 -1.03312 1.94239
H: 2.16266 -1.17418 3.00748
H: 2.43955 -2.38333 1.73289

Forces on atoms 1 to 3 (eV/Å):
C -0.1 0.3 0.2
O -0.1 -0.4 -0.3
C 0.0 0.1 0.1

***

Computed, not measured: an isolated molecule of C19H18N2O4, with wB97M-V/def2-TZVPD.

Summary:
* HOMO-LUMO gap: 8.32 eV
* total charge: 0
* lowest unoccupied orbital energy: -0.012 Eh
* SMILES: CCOC(=O)[C@]1(C)C(=O)C[C@@H]2c3nc4ccccc4cc3CN2C1=O
* ΔE to the lowest compared entry with this formula, charge and spin: 111.51 kJ/mol

Positions of all 43 atoms, in Å:
C: 3.23582 3.20613 4.77360
C: 3.01171 2.13973 3.68705
O: 1.61418 1.86142 3.65703
C: 1.20909 1.28073 2.50745
O: 1.95814 0.84779 1.62883
C: -0.29769 1.19406 2.25633
C: -1.11417 1.97602 3.28969
C: -0.63545 -0.28985 2.27705
O: -0.90745 -0.83266 3.33523
C: -0.51193 -1.15852 1.04696
C: -1.42067 -0.52453 -0.01959
C: -1.18273 -1.06518 -1.37760
N: -1.15000 -2.36718 -1.69732
C: -0.87222 -2.66551 -2.96141
C: -1.02457 -4.02163 -3.32788
C: -0.77888 -4.41417 -4.67340
C: -0.53130 -3.45519 -5.62401
C: -0.40148 -2.11203 -5.30003
C: -0.57341 -1.68751 -3.96804
C: -0.57393 -0.34434 -3.61232
C: -0.94606 -0.01572 -2.25997
C: -1.03928 1.30550 -1.53791
N: -1.13075 0.90269 -0.15024
C: -0.61458 1.70838 0.88435
O: -0.39561 2.91697 0.67787
H: 2.78507 2.88370 5.74107
H: 2.79069 4.15698 4.49789
H: 4.28599 3.38501 4.93048
H: 3.42826 2.52379 2.72534
H: 3.58734 1.24112 3.96849
H: -0.99511 3.04373 3.11503
H: -2.14019 1.75072 3.19189
H: -0.85290 1.75096 4.34059
H: 0.53126 -1.13545 0.67128
H: -0.83268 -2.18102 1.27297
H: -2.46716 -0.68033 0.25998
H: -1.32114 -4.71695 -2.55147
H: -0.84849 -5.45842 -4.96188
H: -0.37116 -3.73077 -6.63318
H: -0.14074 -1.44087 -6.11889
H: -0.34147 0.40885 -4.36877
H: -1.87664 1.91878 -1.84821
H: -0.14770 1.89477 -1.74434

Forces on atoms 1 to 3 (eV/Å):
C -0.9 -0.6 0.4
C 1.7 0.8 0.8
O -0.7 -0.5 -1.6

***

Computed, not measured: an isolated molecule of C19H18N2O4S, with wB97M-V/def2-TZVPD.

Summary:
* HOMO-LUMO gap: 7.54 eV
* total charge: 0
* lowest unoccupied orbital energy: -0.042 Eh
* SMILES: CCCOc1ccc2c(c1)C(=O)c1ccc(C3=NCCN3)cc1S2(=O)=O
* ΔE to the lowest compared entry with this formula, charge and spin: 412.81 kJ/mol

Positions of all 44 atoms, in Å:
C: -4.08570 0.39614 5.90358
C: -2.96716 1.24832 5.25977
C: -1.65190 1.00636 5.95894
O: -0.57409 1.89928 5.55380
C: -0.26330 1.93563 4.21659
C: -0.26632 3.14816 3.57285
C: 0.02339 3.24676 2.23490
C: 0.41011 2.10027 1.49808
C: 0.40901 0.84812 2.13241
C: 0.05898 0.81020 3.48438
C: 0.79833 -0.41703 1.42747
O: 0.67213 -1.48501 2.02218
C: 1.21742 -0.47786 0.00232
C: 1.58724 -1.70144 -0.56424
C: 2.04339 -1.81937 -1.90789
C: 2.20237 -0.66801 -2.66068
C: 2.76602 -0.69043 -4.01087
N: 3.06851 -1.80990 -4.61861
C: 3.52027 -1.51017 -5.98150
C: 3.81917 -0.00984 -6.00500
N: 3.13370 0.41348 -4.78258
C: 1.81840 0.58052 -2.12323
C: 1.31705 0.66200 -0.80887
S: 0.81248 2.32775 -0.27452
O: -0.36693 2.78886 -1.03798
O: 1.95290 3.26293 -0.45122
H: -5.03200 0.60399 5.41053
H: -3.88369 -0.67614 5.75234
H: -4.13692 0.59459 6.97476
H: -3.24879 2.30605 5.33376
H: -2.84246 1.01718 4.20031
H: -1.37345 -0.02414 5.78709
H: -1.82795 1.11554 7.00647
H: -0.51980 4.01866 4.16825
H: -0.00646 4.23205 1.75588
H: 0.09422 -0.10474 4.06471
H: 1.56830 -2.59298 -0.00233
H: 2.34849 -2.79945 -2.27583
H: 4.41704 -2.12609 -6.28270
H: 2.69718 -1.72414 -6.69090
H: 3.34158 0.43938 -6.88062
H: 4.88545 0.17826 -6.00746
H: 3.44846 1.27582 -4.28958
H: 1.89911 1.46425 -2.78095

Forces on atoms 1 to 3 (eV/Å):
C 0.8 -0.2 -0.7
C -0.4 0.2 0.0
C 0.1 0.0 -0.9

***

Computed, not measured: an isolated molecule of C19H18N4O2S, with wB97M-V/def2-TZVPD.

Summary:
* HOMO-LUMO gap: 7.84 eV
* total charge: 0
* lowest unoccupied orbital energy: 0.002 Eh
* SMILES: CCOc1ccc(NC(=O)CSc2ccc(-c3cccnc3)nn2)cc1
* ΔE to the lowest compared entry with this formula, charge and spin: 245.10 kJ/mol

Positions of all 44 atoms, in Å:
C: 1.65795 5.71238 1.75313
C: 2.92005 5.15526 2.40567
O: 3.48162 4.08069 1.67955
C: 2.91071 2.84585 1.74612
C: 1.84515 2.48069 2.56177
C: 1.36799 1.18167 2.55952
C: 1.94521 0.22145 1.74034
N: 1.50704 -1.10847 1.69609
C: 0.49879 -1.69082 2.38157
O: -0.18199 -1.17231 3.23452
C: 0.29342 -3.17297 2.05635
S: 0.86768 -3.72571 0.42776
C: -0.16979 -2.77197 -0.61320
C: -0.09378 -2.91463 -2.00679
C: -0.94085 -2.13366 -2.75157
C: -1.81361 -1.26934 -2.06063
C: -2.76465 -0.39644 -2.74888
C: -3.30439 -0.71015 -3.99502
C: -4.19600 0.17148 -4.58044
C: -4.52296 1.33263 -3.89555
N: -4.02232 1.63892 -2.70994
C: -3.17122 0.80254 -2.15377
N: -1.79926 -1.19625 -0.73548
N: -0.99855 -1.92280 -0.02883
C: 3.01114 0.58452 0.91880
C: 3.48670 1.87631 0.92200
H: 1.29816 6.56576 2.32134
H: 0.87548 4.95876 1.71291
H: 1.87884 6.03124 0.73756
H: 2.72597 4.86148 3.44461
H: 3.70397 5.91820 2.40639
H: 1.37045 3.19484 3.21534
H: 0.54111 0.91130 3.19417
H: 2.00100 -1.69225 1.03075
H: -0.76880 -3.39784 2.14560
H: 0.84929 -3.77631 2.77685
H: 0.60745 -3.60447 -2.45004
H: -0.92579 -2.16498 -3.83033
H: -3.05279 -1.63779 -4.48969
H: -4.63493 -0.04304 -5.54257
H: -5.22060 2.04913 -4.30848
H: -2.77963 1.08094 -1.18545
H: 3.46957 -0.15349 0.27490
H: 4.31374 2.16419 0.29262

Forces on atoms 1 to 3 (eV/Å):
C 0.3 -0.3 0.1
C -0.2 0.3 0.1
O 0.1 -0.1 -0.1